# 1
DFT (ωB97M-V with the def2-TZVPD basis set) results for a cluster of 2 separate species, C5H7N2O in total at a distorted geometry.

Calculated values
E_tot   -379.142579 a.u.
HOMO   -13.90 eV
Multiplicity   1
Charge   +1
Orbital gap   8.56 eV

Bonds (Å) are listed after each position.
CARTESIAN COORDINATES (ANGSTROEM)
1 C -2.22 0.86 -0.22  C2 1.405, C3 1.345, H9 1.036
2 C -2.56 -0.50 -0.09  C1 1.405, C4 1.367, H10 1.011
3 C -0.95 1.27 -0.08  C1 1.345, N6 1.373, H11 1.069
4 C -1.47 -1.26 0.21  C2 1.367, N7 1.275, H12 1.101
5 C 3.82 -0.26 -0.05  O8 1.196, H13 1.204, H14 1.060
6 N 0.04 0.34 0.07  C3 1.373, N7 1.251, H15 0.993
7 N -0.25 -0.87 0.25  C4 1.275, N6 1.251
8 O 2.92 0.53 -0.03  C5 1.196
9 H -2.96 1.59 -0.24  C1 1.036
10 H -3.54 -0.72 -0.21  C2 1.011
11 H -0.67 2.29 -0.26  C3 1.069
12 H -1.50 -2.34 0.43  C4 1.101
13 H 3.52 -1.36 0.33  C5 1.204
14 H 4.83 -0.09 -0.35  C5 1.060
15 H 1.00 0.53 0.26  N6 0.993

=====

# 2
DFT (ωB97M-V with the def2-TZVPD basis set) results for a cluster of 9 separate species, C40H55ClF8N3O24S2 in total at a distorted geometry.

Calculated values
E_tot   -5582.566064 a.u.
HOMO   -10.67 eV
Multiplicity   1
Charge   +1
Orbital gap   8.03 eV

Bonds (Å) are listed after each position.
CARTESIAN COORDINATES (ANGSTROEM)
1 C 7.31 0.39 2.00  C2 1.495, H23 1.063, H24 1.066, H25 1.064
2 C 7.05 0.09 0.56  C1 1.495, N3 1.473, H26 1.072, H27 1.062
3 N 5.75 -0.58 0.41  C2 1.473, C4 1.462, C6 1.355
4 C 5.81 -2.04 0.41  N3 1.462, C5 1.514, H28 1.065, H29 1.060
5 C 6.58 -2.70 -0.72  C4 1.514, H30 1.057, H31 1.058, H32 1.063
6 C 4.96 -0.08 -0.57  N3 1.355, S7 1.619, S8 1.738
7 S 5.40 0.27 -2.09  C6 1.619
8 S 3.40 0.26 0.13  C6 1.738, C9 1.780
9 C 2.16 -0.04 -1.10  S8 1.780, C10 1.506, H33 1.067, H34 1.057
10 C 1.02 0.94 -0.96  C9 1.506, C11 1.533, H35 1.069, H36 1.062
11 C 0.20 0.89 0.34  C10 1.533, C12 1.513, H37 1.072, H38 1.064
12 C -1.15 0.21 0.35  C11 1.513, C13 1.529, C15 1.499, C18 1.518
13 C -1.76 0.39 1.74  C12 1.529, N14 1.471, H39 1.056, H40 1.061
14 N -3.18 0.74 1.69  C13 1.471, H41 1.007, H42 1.004
15 C -2.08 0.84 -0.65  C12 1.499, C16 1.402, H43 1.079, H44 1.051
16 C -2.92 -0.20 -1.05  C15 1.402, N17 1.253, H45 1.053
17 N -2.40 -1.32 -0.79  C16 1.253, C18 1.446, H46 1.015
18 C -1.13 -1.24 -0.11  C12 1.518, N17 1.446, C19 1.511, H47 1.062
19 C -1.11 -2.33 0.93  C18 1.511, C20 1.499, H48 1.059, H49 1.059
20 C 0.25 -2.59 1.52  C19 1.499, C21 1.491, Cl22 1.784, H50 1.065
21 C 0.47 -4.05 1.73  C20 1.491, H51 1.059, H52 1.063, H53 1.063
22 Cl 0.39 -1.83 3.12  C20 1.784
23 H 7.49 -0.53 2.51  C1 1.063
24 H 8.18 0.99 2.09  C1 1.066
25 H 6.46 0.86 2.42  C1 1.064
26 H 7.86 -0.52 0.20  C2 1.072
27 H 7.04 0.99 0.00  C2 1.062
28 H 4.80 -2.38 0.36  C4 1.065
29 H 6.16 -2.37 1.35  C4 1.060
30 H 5.99 -3.39 -1.25  C5 1.057
31 H 7.04 -2.00 -1.37  C5 1.058
32 H 7.38 -3.27 -0.30  C5 1.063
33 H 1.84 -1.06 -1.08  C9 1.067
34 H 2.59 0.11 -2.06  C9 1.057
35 H 0.44 0.88 -1.85  C10 1.069
36 H 1.47 1.91 -0.97  C10 1.062
37 H 0.81 0.46 1.11  C11 1.072
38 H 0.02 1.90 0.61  C11 1.064
39 H -1.21 1.14 2.23  C13 1.056
40 H -1.64 -0.49 2.33  C13 1.061
41 H -3.74 0.13 2.25  N14 1.007
42 H -3.32 1.66 2.06  N14 1.004
43 H -1.59 1.13 -1.57  C15 1.079
44 H -2.57 1.72 -0.35  C15 1.051
45 H -3.86 -0.11 -1.52  C16 1.053
46 H -2.86 -2.19 -1.04  N17 1.015
47 H -0.32 -1.44 -0.77  C18 1.062
48 H -1.42 -3.23 0.47  C19 1.059
49 H -1.82 -2.14 1.69  C19 1.059
50 H 1.02 -2.19 0.91  C20 1.065
51 H 1.18 -4.23 2.49  C21 1.059
52 H -0.45 -4.48 2.07  C21 1.063
53 H 0.73 -4.53 0.81  C21 1.063
54 C 7.67 2.74 -3.71  C55 1.512, O59 1.435, H61 1.090, H62 1.086
55 C 6.60 3.35 -4.59  C54 1.512, O56 1.414, F60 1.359, H63 1.090
56 O 7.35 4.20 -5.44  C55 1.414, C57 1.379
57 C 8.62 3.67 -5.56  O56 1.379, O58 1.177, O59 1.356
58 O 9.40 3.98 -6.38  C57 1.177
59 O 8.80 2.73 -4.60  C54 1.435, C57 1.356
60 F 5.72 4.10 -3.88  C55 1.359
61 H 7.89 3.37 -2.85  C54 1.090
62 H 7.43 1.74 -3.37  C54 1.086
63 H 6.05 2.63 -5.20  C55 1.090
64 C -8.17 -2.01 -1.64  C65 1.518, O69 1.444, H71 1.089, H72 1.084
65 C -7.63 -1.48 -0.32  C64 1.518, O66 1.428, F70 1.348, H73 1.090
66 O -6.39 -2.18 -0.22  C65 1.428, C67 1.358
67 C -5.96 -2.47 -1.47  O66 1.358, O68 1.192, O69 1.336
68 O -4.86 -2.83 -1.74  C67 1.192
69 O -6.95 -2.29 -2.36  C64 1.444, C67 1.336
70 F -8.41 -1.79 0.73  C65 1.348
71 H -8.73 -2.94 -1.49  C64 1.089
72 H -8.78 -1.30 -2.18  C64 1.084
73 H -7.43 -0.41 -0.31  C65 1.090
74 C -1.57 6.70 -0.61  C75 1.518, O79 1.442, H81 1.089, H82 1.084
75 C -2.94 6.48 0.02  C74 1.518, O76 1.428, F80 1.347, H83 1.089
76 O -2.96 5.06 0.19  C75 1.428, C77 1.355
77 C -1.68 4.64 0.32  O76 1.355, O78 1.191, O79 1.340
78 O -1.36 3.57 0.72  C77 1.191
79 O -0.82 5.60 -0.05  C74 1.442, C77 1.340
80 F -3.95 6.85 -0.79  C75 1.347
81 H -1.62 6.59 -1.69  C74 1.089
82 H -1.12 7.65 -0.35  C74 1.084
83 H -3.07 6.95 1.00  C75 1.089
84 C 2.78 -1.43 5.62  C85 1.516, O89 1.433, H91 1.087, H92 1.086
85 C 4.18 -0.89 5.41  C84 1.516, O86 1.413, F90 1.357, H93 1.090
86 O 4.22 0.18 6.33  C85 1.413, C87 1.371
87 C 3.37 -0.11 7.36  O86 1.371, O88 1.178, O89 1.359
88 O 3.35 0.44 8.40  C87 1.178
89 O 2.55 -1.14 7.00  C84 1.433, C87 1.359
90 F 4.36 -0.41 4.15  C85 1.357
91 H 2.05 -0.90 5.01  C84 1.087
92 H 2.69 -2.50 5.43  C84 1.086
93 H 4.98 -1.60 5.64  C85 1.090
94 C 4.23 -4.42 -4.89  C95 1.516, O99 1.438, H101 1.089, H102 1.084
95 C 4.21 -2.92 -4.67  C94 1.516, O96 1.422, F100 1.347, H103 1.092
96 O 2.84 -2.67 -4.38  C95 1.422, C97 1.352
97 C 2.34 -3.80 -3.84  O96 1.352, O98 1.187, O99 1.336
98 O 1.30 -3.86 -3.26  C97 1.187
99 O 3.16 -4.84 -4.03  C94 1.438, C97 1.336
100 F 4.56 -2.23 -5.77  C95 1.347
101 H 3.98 -4.67 -5.92  C94 1.089
102 H 5.16 -4.89 -4.62  C94 1.084
103 H 4.83 -2.57 -3.83  C95 1.092
104 C -6.00 -2.42 4.83  C105 1.517, O109 1.440, H111 1.089, H112 1.085
105 C -7.25 -2.36 3.98  C104 1.517, O106 1.420, F110 1.350, H113 1.091
106 O -7.36 -0.98 3.70  C105 1.420, C107 1.361
107 C -6.10 -0.45 3.72  O106 1.361, O108 1.183, O109 1.354
108 O -5.81 0.61 3.28  C107 1.183
109 O -5.24 -1.31 4.30  C104 1.440, C107 1.354
110 F -8.35 -2.77 4.65  C105 1.350
111 H -6.22 -2.24 5.88  C104 1.089
112 H -5.45 -3.35 4.73  C104 1.085
113 H -7.19 -2.92 3.04  C105 1.091
114 C 5.54 6.83 -6.70  C115 1.515, O119 1.437, H121 1.089, H122 1.083
115 C 4.78 7.23 -5.45  C114 1.515, O116 1.418, F120 1.354, H123 1.090
116 O 3.63 7.86 -5.99  C115 1.418, C117 1.369
117 C 3.39 7.31 -7.22  O116 1.369, O118 1.181, O119 1.355
118 O 2.38 7.42 -7.82  C117 1.181
119 O 4.47 6.61 -7.63  C114 1.437, C117 1.355
120 F 5.46 8.11 -4.69  C115 1.354
121 H 6.18 7.64 -7.05  C114 1.089
122 H 6.13 5.93 -6.57  C114 1.083
123 H 4.47 6.39 -4.82  C115 1.090
124 C -12.60 -3.67 5.24  C125 1.516, O129 1.435, H131 1.090, H132 1.085
125 C -11.30 -3.91 4.50  C124 1.516, O126 1.414, F130 1.357, H133 1.090
126 O -11.71 -4.77 3.45  C125 1.414, C127 1.371
127 C -13.03 -4.50 3.18  O126 1.371, O128 1.179, O129 1.356
128 O -13.60 -4.85 2.21  C127 1.179
129 O -13.56 -3.77 4.19  C124 1.435, C127 1.356
130 F -10.38 -4.55 5.27  C125 1.357
131 H -12.78 -4.45 5.98  C124 1.090
132 H -12.65 -2.70 5.72  C124 1.085
133 H -10.84 -3.02 4.07  C125 1.090

=====

# 3
DFT (ωB97M-V with the def2-TZVPD basis set) results for the ion C4H11NO2 with charge +1 at a distorted geometry.

Calculated values
E_tot   -363.904711 a.u.
HOMO (alpha / beta)   -14.72 / -14.83 eV
Multiplicity   2
Charge   +1
Orbital gap (alpha / beta)   11.83 / 7.09 eV

Bonds (Å) are listed after each position.
CARTESIAN COORDINATES (ANGSTROEM)
1 C -1.08 1.29 -1.66  N2 1.450, H8 1.081, H9 1.094, H10 1.093
2 N -0.83 0.09 -0.89  C1 1.450, C3 1.432, H11 1.021
3 C -0.08 0.16 0.32  N2 1.432, C4 1.540, C6 1.571, H12 1.096
4 C -0.40 -1.04 1.23  C3 1.540, O5 1.425, H13 1.094, H14 1.085
5 O -0.30 -0.56 2.57  C4 1.425, H15 0.967
6 C 1.45 0.15 -0.05  C3 1.571, O7 1.388, H16 1.088, H17 1.092
7 O 1.81 -1.09 -0.58  C6 1.388, H18 0.966
8 H -1.27 1.05 -2.70  C1 1.081
9 H -0.17 1.90 -1.59  C1 1.094
10 H -1.89 1.87 -1.21  C1 1.093
11 H -0.59 -0.71 -1.47  N2 1.021
12 H -0.40 1.09 0.80  C3 1.096
13 H 0.28 -1.89 1.14  C4 1.094
14 H -1.39 -1.44 1.05  C4 1.085
15 H -1.18 -0.58 2.97  O5 0.967
16 H 1.96 0.34 0.89  C6 1.088
17 H 1.65 0.92 -0.80  C6 1.092
18 H 2.44 -1.53 0.00  O7 0.966

=====

E_tot of number 1 (C5H7N2O)?
-379.142579 a.u.